The following is a DFT calculation (ωB97M-V/def2-TZVPD) of the molecule C4H6N2O.

As for the SMILES: COC1=CCN=N1. As for the net charge: 0. The energy above the lowest of the compared OMol25 structures with the same formula, charge and spin is 262.8 kJ/mol. For the gap between HOMO and LUMO, the calculation gives 9.5427 eV.

```
13
C4H6N2O | OMol25 | ωB97M-V/def2-TZVPD
C 2.25 0.30 0.68
O 0.91 0.58 1.07
C -0.06 0.11 0.28
C -1.39 0.31 0.38
C -1.95 -0.37 -0.81
N -0.80 -1.03 -1.45
N 0.25 -0.71 -0.85
H 2.87 0.76 1.45
H 2.44 -0.77 0.64
H 2.47 0.74 -0.30
H -1.93 0.85 1.14
H -2.29 0.33 -1.58
H -2.76 -1.08 -0.65
```


The following is a DFT calculation (ωB97M-V/def2-TZVPD) of a cluster of 2 separate species, C6H6BF8N3O6S2 in total.

As for the net charge: 0. The energy above the lowest of the compared OMol25 structures with the same formula, charge and spin is 0.0 kJ/mol. For the gap between HOMO and LUMO, the calculation gives 7.0115 eV.

```
32
C6H6BF8N3O6S2 | OMol25 | ωB97M-V/def2-TZVPD
N -0.05 3.16 -1.35
B 0.22 2.19 -0.28
O 1.43 2.24 0.37
C -0.82 1.02 0.18
N -1.81 1.16 1.07
C -2.47 -0.06 1.25
C -1.86 -0.96 0.44
N -0.85 -0.26 -0.23
S 0.12 -1.15 -1.35
O -0.69 -2.27 -1.75
O 1.28 -1.62 -0.72
C 0.48 -0.24 -2.93
F 1.50 0.64 -2.80
F 0.94 -1.18 -3.77
C -0.75 0.41 -3.65
F -0.35 1.43 -4.42
F -1.38 -0.50 -4.38
F -1.66 0.92 -2.79
H 0.04 2.68 -2.25
H -0.99 3.53 -1.26
H 1.33 2.73 1.20
H -2.05 2.01 1.55
H -3.33 -0.24 1.91
H -2.09 -2.02 0.34
C 2.04 -1.18 3.82
F 1.55 -1.47 5.04
F 1.74 0.12 3.59
F 3.38 -1.25 3.92
S 1.38 -2.30 2.51
O -0.07 -2.08 2.54
O 1.78 -3.62 2.92
O 2.00 -1.83 1.29
```


The following is a DFT calculation (ωB97M-V/def2-TZVPD) of a structure of composition C45H56BaCl2IN4O2P.

As for the net charge: -2. The energy above the lowest of the compared OMol25 structures with the same formula, charge and spin is 57.5 kJ/mol. For the gap between HOMO and LUMO, the calculation gives 5.4320 eV.

```
112
C45H56BaCl2IN4O2P | OMol25 | ωB97M-V/def2-TZVPD
Ba -0.04 0.27 -0.65
C 1.94 2.50 1.84
N 0.83 1.61 2.15
C -0.22 2.30 2.86
C 1.19 0.36 2.72
C 2.42 0.16 3.35
C 2.82 -1.09 3.81
C 1.98 -2.17 3.60
C 0.74 -1.99 3.00
C 0.27 -0.73 2.59
N -0.93 -0.47 1.97
C -2.06 -1.14 2.28
C -2.23 -2.02 3.39
C -3.41 -2.69 3.63
C -4.52 -2.54 2.80
C -4.41 -1.61 1.76
C -3.24 -0.91 1.51
N -3.25 0.13 0.50
C -3.69 -0.32 -0.81
C -4.06 1.24 0.97
H 2.39 2.96 2.73
H 1.56 3.30 1.19
H 2.71 1.96 1.29
H 0.13 2.66 3.85
H -1.07 1.63 3.00
H -0.55 3.17 2.28
H 3.09 1.00 3.45
H 3.79 -1.21 4.27
H 2.29 -3.17 3.88
H 0.12 -2.86 2.80
H -1.41 -2.15 4.08
H -3.47 -3.36 4.48
H -5.43 -3.09 2.96
H -5.27 -1.42 1.13
H -4.74 -0.66 -0.83
H -3.04 -1.13 -1.16
H -3.60 0.51 -1.52
H -5.08 0.94 1.24
H -4.13 2.00 0.19
H -3.60 1.68 1.86
Cl 7.36 -0.87 -3.72
C 5.88 -0.67 -2.81
C 5.91 -0.75 -1.42
C 4.76 -0.59 -0.70
Cl 4.81 -0.70 1.03
C 3.47 -0.35 -1.30
O 2.43 -0.21 -0.60
C 3.50 -0.28 -2.73
C 2.30 -0.06 -3.53
O 1.16 0.09 -3.14
C 4.69 -0.44 -3.46
H 6.85 -0.93 -0.90
H 2.50 -0.05 -4.62
H 4.66 -0.38 -4.54
I -2.17 3.80 -0.44
C -0.89 5.08 -1.49
C -1.33 6.34 -1.77
C -0.48 7.24 -2.45
C 0.78 6.84 -2.80
C 1.25 5.54 -2.50
C 2.56 5.15 -2.84
C 2.99 3.89 -2.51
C 2.12 2.98 -1.88
C 0.80 3.25 -1.53
C 0.40 4.59 -1.84
H -2.32 6.66 -1.47
H -0.83 8.24 -2.68
H 1.45 7.53 -3.31
H 3.21 5.86 -3.34
H 4.01 3.59 -2.75
H 2.54 2.00 -1.65
C 1.84 -3.42 -1.81
C 0.80 -4.00 -2.77
C 1.06 -5.50 -2.93
C 1.07 -3.32 -4.12
P -0.93 -3.43 -2.15
N -0.95 -1.97 -1.70
C -1.42 -4.66 -0.76
C -2.61 -4.04 -0.01
C -1.77 -6.10 -1.15
C -0.28 -4.70 0.27
C -2.15 -3.74 -3.61
C -2.06 -2.51 -4.53
C -1.99 -5.01 -4.45
C -3.58 -3.73 -3.06
H 2.84 -3.51 -2.26
H 1.86 -3.91 -0.84
H 1.64 -2.36 -1.64
H 2.06 -5.64 -3.36
H 0.34 -6.00 -3.58
H 1.05 -6.03 -1.97
H 2.14 -3.38 -4.34
H 0.78 -2.27 -4.08
H 0.54 -3.80 -4.95
H -3.54 -4.08 -0.56
H -2.39 -2.99 0.22
H -2.76 -4.57 0.94
H -2.68 -6.16 -1.74
H -1.95 -6.68 -0.23
H -0.97 -6.59 -1.70
H 0.04 -3.69 0.54
H 0.58 -5.27 -0.07
H -0.66 -5.18 1.18
H -1.19 -2.54 -5.19
H -2.01 -1.61 -3.93
H -2.95 -2.47 -5.17
H -1.05 -5.03 -5.00
H -2.79 -5.05 -5.20
H -2.05 -5.92 -3.86
H -3.74 -2.86 -2.42
H -3.83 -4.63 -2.50
H -4.28 -3.66 -3.90
```


The following is a DFT calculation (ωB97M-V/def2-TZVPD) of a structure of composition C23H20GdI2N7O2S4.

As for the net charge: -2. The energy above the lowest of the compared OMol25 structures with the same formula, charge and spin is 0.0 kJ/mol. For the gap between HOMO and LUMO (spin up / spin down), the calculation gives 6.1580 / 6.1986 eV. Its multiplicity is 8.

```
59
C23H20GdI2N7O2S4 | OMol25 | ωB97M-V/def2-TZVPD
Gd -0.17 0.70 0.24
O -0.37 -0.80 -1.33
C -0.52 -0.66 -2.61
C -1.41 -1.50 -3.33
C -1.49 -1.46 -4.70
C -0.69 -0.60 -5.44
C 0.16 0.26 -4.78
C 0.25 0.28 -3.38
C 1.18 1.19 -2.78
N 1.23 1.39 -1.51
N 2.27 2.14 -1.00
C 2.55 1.79 0.23
O 1.96 0.86 0.88
C 3.72 2.47 0.85
C 4.53 1.76 1.73
C 5.65 2.35 2.28
C 5.97 3.66 1.97
C 5.15 4.38 1.12
C 4.03 3.79 0.56
H -2.05 -2.16 -2.76
H -2.19 -2.12 -5.20
H -0.74 -0.59 -6.52
H 0.79 0.94 -5.34
H 1.92 1.68 -3.43
H 4.26 0.74 1.99
H 6.29 1.78 2.95
H 6.85 4.12 2.39
H 5.38 5.41 0.89
H 3.38 4.36 -0.10
S -2.47 -0.28 1.40
C -3.34 0.84 0.41
S -2.45 1.96 -0.54
C -4.73 0.82 0.43
C -5.44 0.04 1.34
N -6.07 -0.54 2.12
C -5.53 1.55 -0.44
N -6.26 2.11 -1.14
I 0.65 -1.38 2.67
C -0.34 0.07 3.92
I -0.11 2.08 3.00
H 0.10 0.01 4.91
H -1.39 -0.22 3.92
S 0.13 5.56 -0.29
C 0.15 4.74 1.06
N 0.19 4.22 2.12
C -1.98 -4.77 2.31
N -2.66 -4.64 1.04
C -2.41 -3.65 0.12
S -3.66 -3.16 -0.85
N -1.15 -3.19 -0.03
C 0.02 -4.02 0.06
H -2.68 -4.64 3.13
H -1.20 -4.02 2.40
H -1.54 -5.77 2.39
H -3.65 -4.85 1.05
H -1.06 -2.35 -0.62
H -0.28 -5.05 0.22
H 0.69 -3.70 0.88
H 0.57 -3.95 -0.88
```


The following is a DFT calculation (ωB97M-V/def2-TZVPD) of the ion C4H5BrNS with charge +1.

As for the net charge: +1. The energy above the lowest of the compared OMol25 structures with the same formula, charge and spin is 144.4 kJ/mol. For the gap between HOMO and LUMO, the calculation gives 8.7399 eV.

```
12
C4H5BrNS | OMol25 | ωB97M-V/def2-TZVPD
C -1.40 -2.29 0.06
C 0.93 -1.53 -0.11
C -1.45 -0.95 -0.01
C 0.02 1.09 0.01
N -0.29 -0.31 0.00
S 0.15 -2.96 -0.05
Br -3.02 0.23 0.01
H -2.23 -2.88 0.36
H 1.96 -1.20 0.01
H -0.59 1.62 0.63
H 0.95 1.44 0.33
H -0.04 1.49 -0.96
```


The following is a DFT calculation (ωB97M-V/def2-TZVPD) of a cluster of 2 separate species, C2BrN3O4 in total.

As for the net charge: 0. The energy above the lowest of the compared OMol25 structures with the same formula, charge and spin is 308.1 kJ/mol. For the gap between HOMO and LUMO, the calculation gives 8.4916 eV.

```
10
C2BrN3O4 | OMol25 | ωB97M-V/def2-TZVPD
C 0.82 1.64 0.85
C -0.48 0.02 -0.09
N 1.56 2.39 1.34
N -0.05 -1.10 0.88
N 0.02 -0.12 -1.55
O -0.78 -1.23 1.82
O 0.86 -1.74 0.44
O 1.20 -0.17 -1.70
O -0.89 -0.11 -2.32
Br -2.25 0.43 0.33
```


The following is a DFT calculation (ωB97M-V/def2-TZVPD) of a cluster of 11 separate species, C21H33F5N6O27 in total.

As for the SMILES: O=C1OC[C@@H](F)O1.O=C1OC[C@@H](F)O1.O=C1OC[C@@H](F)O1.O=C1OC[C@@H](F)O1.O=C1OC[C@@H](F)O1.C[N+](=O)[O-].C[N+](=O)[O-].C[N+](=O)[O-].C[N+](=O)[O-].C[N+](=O)[O-].C[N+](=O)[O-]. As for the net charge: 0. The energy above the lowest of the compared OMol25 structures with the same formula, charge and spin is 546.6 kJ/mol. For the gap between HOMO and LUMO, the calculation gives 10.9952 eV.

```
92
C21H33F5N6O27 | OMol25 | ωB97M-V/def2-TZVPD
O 9.04 -5.85 2.21
C 8.19 -4.98 2.32
O 8.39 -3.82 2.83
C 7.35 -3.02 2.27
C 6.24 -3.97 2.11
F 5.33 -3.62 1.13
O 7.01 -5.06 1.74
H 7.06 -2.20 2.93
H 7.88 -2.63 1.41
H 5.61 -4.14 2.98
O -0.51 1.33 -6.55
C -1.61 0.81 -6.80
O -1.76 0.04 -7.90
C -3.15 -0.43 -8.04
C -3.87 0.30 -6.85
F -4.59 -0.52 -6.02
O -2.80 0.82 -6.10
H -3.58 -0.29 -9.03
H -3.17 -1.51 -7.92
H -4.40 1.11 -7.35
O 0.91 -6.50 -4.45
C 2.00 -5.90 -4.53
O 3.13 -6.40 -4.22
C 4.13 -5.49 -4.42
C 3.48 -4.21 -4.66
F 3.89 -3.55 -5.78
O 2.19 -4.66 -4.78
H 4.67 -5.20 -3.52
H 4.96 -5.78 -5.07
H 3.55 -3.53 -3.81
O 6.21 6.85 -4.15
C 6.47 5.63 -4.32
O 6.56 5.02 -5.60
C 6.64 3.58 -5.55
C 7.03 3.42 -4.10
F 8.35 3.35 -4.08
O 6.58 4.66 -3.42
H 5.68 3.09 -5.73
H 7.45 3.33 -6.22
H 6.65 2.48 -3.69
O -7.34 -0.60 3.79
C -8.21 -0.48 4.62
O -9.21 -1.35 4.77
C -10.21 -0.79 5.69
C -9.38 0.21 6.49
F -9.05 -0.37 7.65
O -8.32 0.39 5.59
H -11.09 -0.33 5.23
H -10.72 -1.47 6.37
H -9.79 1.20 6.63
C -5.88 -5.15 -1.57
N -5.03 -5.56 -0.39
O -5.55 -6.07 0.58
O -3.83 -5.33 -0.46
H -6.22 -4.12 -1.49
H -6.65 -5.91 -1.70
H -5.22 -5.21 -2.43
C 2.31 8.57 0.89
N 1.37 9.31 1.74
O 0.42 8.70 2.23
O 1.64 10.49 2.01
H 2.13 9.03 -0.09
H 2.23 7.49 0.96
H 3.23 8.92 1.36
C -0.86 0.01 -0.17
N 0.25 0.95 -0.51
O 1.36 0.49 -0.78
O -0.02 2.16 -0.50
H -1.72 0.64 0.06
H -0.53 -0.58 0.69
H -1.17 -0.67 -0.96
C 2.31 4.05 5.73
N 3.54 3.32 5.83
O 3.87 2.77 4.81
O 4.13 3.37 6.88
H 1.83 3.94 4.76
H 2.63 5.08 5.65
H 1.63 3.79 6.55
C -5.18 5.00 1.14
N -6.05 4.91 -0.05
O -7.07 4.26 0.02
O -5.64 5.41 -1.07
H -4.88 4.00 1.45
H -5.76 5.44 1.95
H -4.30 5.58 0.88
C -1.06 -5.71 6.02
N 0.29 -5.09 5.96
O 0.40 -3.93 5.60
O 1.24 -5.79 6.21
H -1.73 -4.95 6.43
H -1.00 -6.58 6.68
H -1.34 -5.99 5.01
```


The following is a DFT calculation (ωB97M-V/def2-TZVPD) of a structure of composition C17H27BCeNO4P2.

As for the net charge: +2. For the gap between HOMO and LUMO (spin up / spin down), the calculation gives 5.4004 / 5.4450 eV. Its multiplicity is 2.

```
53
C17H27BCeNO4P2 | OMol25 | ωB97M-V/def2-TZVPD
Ce 0.28 -0.33 0.36
P -2.45 1.07 0.09
C -2.11 1.01 -1.72
C -0.74 1.42 -2.26
N 0.35 1.23 -1.48
C 1.61 1.47 -1.95
C 1.78 1.96 -3.25
C 0.68 2.18 -4.07
C -0.61 1.92 -3.57
C 2.78 1.25 -1.00
P 3.00 -0.39 -0.12
H -1.50 2.11 -4.14
H 2.79 2.14 -3.61
H 0.79 2.56 -5.07
H 3.72 1.35 -1.57
H 2.76 2.04 -0.22
H -2.36 0.04 -2.09
H -2.86 1.74 -2.13
H -1.33 -4.15 -5.00
O -2.24 -4.22 -4.73
H -2.51 -3.30 -4.64
H -2.05 -3.90 -0.36
O -1.54 -3.08 -0.07
H -0.60 -3.42 0.06
C 3.55 -1.47 -1.48
H 4.57 -1.20 -1.80
H 3.52 -2.51 -1.13
H 2.86 -1.40 -2.33
C 4.49 -0.20 0.90
H 4.47 -1.00 1.66
H 5.41 -0.30 0.29
H 4.47 0.76 1.43
C -3.56 2.49 0.36
H -4.57 2.28 -0.04
H -3.64 2.71 1.43
H -3.13 3.36 -0.15
C -3.49 -0.43 0.35
H -3.12 -1.06 1.18
H -4.51 -0.11 0.58
H -3.52 -1.03 -0.58
O -0.55 0.41 2.40
B -1.15 1.51 1.54
O -1.04 2.70 2.29
C -0.51 2.36 3.51
C -0.35 3.18 4.62
C 0.01 2.57 5.81
C 0.26 1.20 5.90
C 0.16 0.36 4.77
C -0.25 1.00 3.61
H -0.54 4.25 4.53
H 0.09 3.19 6.72
H 0.55 0.75 6.85
H 0.38 -0.69 4.78
```


The following is a DFT calculation (ωB97M-V/def2-TZVPD) of a structure of composition C52H35Cl2CrF5O3P2S3SbSe.

As for the net charge: -2. The energy above the lowest of the compared OMol25 structures with the same formula, charge and spin is 11.2 kJ/mol. For the gap between HOMO and LUMO (spin up / spin down), the calculation gives 4.1552 / 5.0464 eV. Its multiplicity is 6.

```
105
C52H35Cl2CrF5O3P2S3SbSe | OMol25 | ωB97M-V/def2-TZVPD
Cr 0.08 0.01 0.26
Cl -4.34 1.05 5.93
C -3.05 0.67 4.80
C -1.80 0.36 5.30
C -0.79 0.06 4.38
Cl 0.78 -0.38 5.01
C -0.97 0.05 3.00
O 0.02 -0.28 2.20
C -2.30 0.36 2.51
C -2.64 0.29 1.16
O -1.87 -0.05 0.16
C -3.31 0.69 3.45
H -1.59 0.34 6.36
H -3.67 0.55 0.89
H -4.31 0.93 3.10
S 4.14 3.21 0.41
Sb 2.69 1.77 1.46
S 2.41 -0.18 -0.03
S 0.38 2.35 0.55
C 1.70 -4.46 -4.44
C 0.19 -4.17 -4.37
C -0.53 -5.01 -5.43
C -0.29 -4.51 -2.97
C -0.79 -5.75 -2.60
C -1.09 -6.05 -1.28
C -0.86 -5.10 -0.30
C -0.36 -3.84 -0.62
P 0.02 -2.57 0.66
C 1.54 -3.26 1.42
C 2.09 -4.48 1.06
C 3.26 -4.94 1.66
C 3.88 -4.17 2.63
C 3.34 -2.94 2.99
C 2.19 -2.48 2.38
C -1.29 -2.95 1.87
C -2.62 -2.90 1.45
C -3.66 -3.02 2.36
C -3.38 -3.18 3.71
C -2.07 -3.22 4.14
C -1.03 -3.11 3.23
C -0.11 -3.56 -1.96
O 0.34 -2.30 -2.25
C 0.09 -1.81 -3.51
C -0.01 -0.43 -3.64
C -0.21 0.08 -4.92
C -0.32 -0.75 -6.02
C -0.23 -2.13 -5.85
C -0.02 -2.68 -4.59
P 0.08 0.76 -2.21
C -1.38 1.76 -2.71
C -2.63 1.21 -2.43
C -3.79 1.84 -2.86
C -3.72 3.02 -3.58
C -2.48 3.58 -3.86
C -1.32 2.96 -3.43
C 1.53 1.73 -2.77
C 2.56 1.09 -3.45
C 3.70 1.79 -3.84
C 3.82 3.14 -3.55
C 2.81 3.78 -2.85
C 1.68 3.08 -2.46
H 1.89 -5.52 -4.25
H 2.24 -3.88 -3.69
H 2.09 -4.20 -5.43
H -0.35 -6.07 -5.27
H -0.15 -4.78 -6.42
H -1.61 -4.83 -5.41
H -0.94 -6.51 -3.36
H -1.48 -7.02 -1.02
H -1.07 -5.33 0.74
H 1.63 -5.10 0.30
H 3.68 -5.89 1.36
H 4.80 -4.52 3.10
H 3.83 -2.32 3.73
H 1.78 -1.51 2.64
H -2.84 -2.73 0.40
H -4.68 -2.96 2.01
H -4.19 -3.23 4.43
H -1.84 -3.30 5.20
H -0.01 -3.10 3.59
H -0.28 1.15 -5.06
H -0.47 -0.34 -7.01
H -0.31 -2.77 -6.71
H -2.69 0.31 -1.84
H -4.75 1.40 -2.62
H -4.63 3.52 -3.90
H -2.42 4.52 -4.40
H -0.36 3.40 -3.67
H 2.50 0.03 -3.67
H 4.50 1.27 -4.35
H 4.71 3.68 -3.82
H 2.92 4.82 -2.56
H 0.93 3.58 -1.86
F 0.07 7.76 -2.59
C -0.37 6.89 -1.67
C -1.67 6.41 -1.74
F -2.48 6.84 -2.72
C -2.12 5.52 -0.79
F -3.39 5.10 -0.90
C -1.32 5.07 0.26
Se -1.92 3.76 1.49
C -0.03 5.60 0.32
F 0.79 5.28 1.31
C 0.45 6.49 -0.64
F 1.69 6.98 -0.55
```


F_max per entry: 0.324 5.192 0.929 2.184 7.198 3.967 6.601 2.726 0.459 eV Å⁻¹